Run A
C3H12NO3 | wB97M-V/def2-TZVPD

The geometry in XYZ format:
```
19
Properties=species:S:1:pos:R:3
O -0.2302 2.0217 -2.1120
C 0.6839 1.7557 -1.3025
C 0.4232 0.9594 -0.0195
C 1.0292 1.4306 1.2364
N -1.1347 0.7258 0.2724
H 1.6602 1.7441 -1.6130
H 0.7580 -0.1335 -0.2782
H 1.0538 0.7668 2.1833
H 0.9156 2.4862 1.5736
H 2.0879 1.7125 0.9376
H -1.3542 0.6857 1.2468
H -1.3679 -0.1468 -0.2136
H -1.7038 1.3090 -0.1545
H -1.4796 -2.2419 2.4384
H -2.6458 -2.9860 1.5256
O -1.9176 -2.2583 1.5838
H 0.8579 -2.6831 -1.7064
H 1.4138 -2.9123 -3.0503
O 0.9502 -2.2357 -2.5480
```

Values from the calculation:
HOMO energy (alpha / beta)   -3.7 / -7.8 eV
Gap between HOMO and LUMO (alpha / beta)   3.790 / 7.621 eV
<S²>   0.753
2S+1   2

=====

Run B
C3H12NO3 | wB97M-V/def2-TZVPD

The geometry in XYZ format:
```
19
Properties=species:S:1:pos:R:3
O 1.3185 -1.6695 1.5779
C 0.5802 -0.8471 2.1584
C 0.4441 0.5565 1.5323
N 0.3993 0.3617 0.0680
C 1.0813 1.4969 -0.6357
H 0.0876 -0.9784 3.1494
H -0.4345 1.0661 1.9496
H 1.2896 1.2466 1.8093
H 0.7374 -0.5512 -0.2560
H -0.5409 0.3370 -0.3882
H 1.9875 1.1287 -1.1373
H 1.2586 2.3221 0.0370
H 0.4868 1.8417 -1.4966
H -1.3629 -2.4999 -1.5032
H -0.0864 -3.1976 -1.1409
O -0.5444 -2.3742 -0.9908
H -2.4767 0.3045 -2.2457
H -2.3927 0.9760 -0.9325
O -1.8324 0.4801 -1.5549
```

Values from the calculation:
HOMO energy (alpha / beta)   -3.5 / -7.3 eV
Gap between HOMO and LUMO (alpha / beta)   3.468 / 7.171 eV
<S²>   0.753
2S+1   2

=====

run B is favored, and the nearest alternative lies 96.2 kJ/mol above it.

=====

Run A
C4H10NO | wB97M-V/def2-TZVPD

The geometry in XYZ format:
```
16
Properties=species:S:1:pos:R:3
O -0.5064 0.2108 1.5706
C -1.0182 -0.1833 0.5633
C -0.3265 0.0822 -0.7352
C -0.6119 -0.5892 -1.9407
C 0.6054 -1.4534 -2.4332
N 0.6825 2.1086 3.7588
H -1.9900 -0.6810 0.5325
H 0.4283 0.8726 -0.6750
H -1.5455 -1.1437 -1.8627
H -0.7484 0.2072 -2.6934
H 0.4815 -1.9428 -3.3891
H 0.7525 -2.1946 -1.6497
H 1.5084 -0.8577 -2.4549
H 0.6096 2.0271 4.7575
H 0.0896 1.4186 3.3239
H 1.5889 2.1186 3.3273
```

Values from the calculation:
HOMO energy   -12.1 eV
Gap between HOMO and LUMO   3.497 eV
2S+1   1
Total charge   +1

=====

Run B
C4H10NO | wB97M-V/def2-TZVPD

The geometry in XYZ format:
```
16
Properties=species:S:1:pos:R:3
C -1.9936 -0.6349 -0.8043
C -0.8778 -0.7771 0.2447
C -0.6902 -0.0572 -1.0199
C -0.9245 0.0048 1.5440
N 2.5530 0.7034 -0.4454
O 0.1542 0.5653 -1.6258
H -2.2711 -1.5148 -1.3680
H -2.8344 0.0105 -0.5939
H -0.4301 -1.7602 0.3452
H 0.0729 0.0942 1.9754
H -1.5556 -0.5030 2.2702
H -1.3220 1.0029 1.3753
H 2.9230 1.6305 -0.6782
H 1.5545 0.6414 -0.9476
H 3.1693 -0.0097 -0.8393
H 2.4722 0.6039 0.5676
```

Values from the calculation:
HOMO energy   -13.7 eV
Gap between HOMO and LUMO   10.091 eV
2S+1   1
Total charge   +1

=====

Run C
C4H10NO | wB97M-V/def2-TZVPD

The geometry in XYZ format:
```
16
Properties=species:S:1:pos:R:3
C 1.7285 -0.3370 -0.7028
C 0.8006 -0.0347 0.3888
C 0.7360 1.4548 0.8394
C -0.4722 -0.9858 0.5077
N -1.4045 -0.6771 -0.6171
O 2.0089 -0.6002 0.6244
H 1.5718 -1.2785 -1.1980
H 2.4421 0.4911 -1.0362
H 1.6882 1.8243 0.7946
H 0.4064 1.5027 1.8940
H 0.0901 2.0067 0.2750
H -0.9986 -0.6284 1.4893
H -0.1943 -1.9353 0.6188
H -1.7405 0.3221 -0.6519
H -2.1940 -1.3572 -0.5656
H -0.9315 -0.9180 -1.5049
```

Values from the calculation:
HOMO energy   -14.5 eV
Gap between HOMO and LUMO   10.452 eV
2S+1   1
SMILES string   C[C@@]1(C[NH3+])CO1
Total charge   +1

=====

run B is favored, and the nearest alternative lies 102.7 kJ/mol above it.

=====

Run A
C4H10NO | wB97M-V/def2-TZVPD

The geometry in XYZ format:
```
16
Properties=species:S:1:pos:R:3
C 1.7772 0.6669 1.0931
C 0.7277 -0.0106 0.1881
C 1.1463 -0.6828 -0.9422
C -1.4138 -0.2829 1.6956
N -0.6761 -0.0895 0.5838
H 1.4071 1.7108 1.1185
H 2.7222 0.6017 0.5166
H 1.8049 0.3792 2.2270
H 0.5385 -0.9508 -1.7696
H 2.2484 -0.8279 -1.0903
H -2.3999 -0.5052 1.5793
H -0.7796 -0.1669 2.6017
H -1.3143 -0.1263 -0.3033
H -1.2915 0.5833 -2.9033
H -2.7378 -0.2323 -2.3469
O -1.7594 -0.0667 -2.2482
```

Values from the calculation:
HOMO energy   -14.1 eV
Gap between HOMO and LUMO   8.766 eV
2S+1   1
Total charge   +1

=====

Run B
C4H10NO | wB97M-V/def2-TZVPD

The geometry in XYZ format:
```
16
Properties=species:S:1:pos:R:3
O 0.4164 -2.0515 -2.2519
C 0.3008 -2.3349 -1.0962
C -0.0743 -1.1483 -0.2123
N 0.7680 0.0709 -0.5259
C 0.2130 1.4445 0.1177
C -0.9263 1.3156 1.2809
H 0.6887 -3.3559 -0.7569
H -1.1196 -0.7751 -0.6508
H -0.2388 -1.3708 0.9250
H 0.8780 0.1520 -1.5921
H 1.7645 -0.0887 -0.1252
H -0.2063 2.1414 -0.5673
H 0.9298 1.9201 0.6821
H -0.9774 2.3276 1.6811
H -0.4849 0.7401 2.0420
H -1.9317 1.0132 1.0499
```

Values from the calculation:
HOMO energy   -14.9 eV
Gap between HOMO and LUMO   10.770 eV
2S+1   1
SMILES string   CC[NH2+]CC=O
Total charge   +1

=====

Run C
C4H10NO | wB97M-V/def2-TZVPD

The geometry in XYZ format:
```
16
Properties=species:S:1:pos:R:3
C 0.1219 0.9906 2.9150
C 0.0542 0.0517 1.7362
C 0.1774 0.5971 0.4978
N 0.1132 0.0213 -0.8611
C 1.1967 -0.2386 -1.5710
H 0.1902 0.4531 3.9483
H 0.9963 1.8086 2.8751
H -0.9002 1.5181 2.9994
H -0.0045 -0.9350 1.7878
H 0.0212 1.6961 0.2574
H -0.7637 -0.3848 -1.2907
H 0.9869 -1.0122 -2.4511
H 2.3609 0.0518 -1.3401
H -1.4220 -0.8072 -3.4169
H -1.6124 -2.3573 -3.4241
O -1.5161 -1.4534 -2.6621
```

Values from the calculation:
HOMO energy   -14.1 eV
Gap between HOMO and LUMO   9.148 eV
2S+1   1
Total charge   +1

=====

Run D
C4H10NO | wB97M-V/def2-TZVPD

The geometry in XYZ format:
```
16
Properties=species:S:1:pos:R:3
C 0.9486 -0.6317 -1.5739
C 0.4305 -0.5974 -0.1515
C -0.4025 0.6937 0.1921
C -1.7243 0.7127 -0.4618
O -2.2974 1.7864 -0.7057
N 2.2719 -1.3758 2.3795
H 1.5417 0.3121 -1.7426
H 0.2489 -0.5917 -2.4237
H 1.5848 -1.4454 -1.9400
H -0.0869 -1.4692 0.1846
H 0.0353 1.6636 -0.0068
H -0.8260 0.8302 1.1858
H -2.1222 -0.2831 -0.6898
H 1.5621 -0.9899 1.6587
H 1.8216 -2.2206 2.7152
H 3.2031 -1.5300 2.0178
```

Values from the calculation:
HOMO energy   -14.4 eV
Gap between HOMO and LUMO   5.928 eV
2S+1   1
Total charge   +1

=====

run B is favored, and the nearest alternative lies 23.2 kJ/mol above it.

=====

Run A
C4H10NO | wB97M-V/def2-TZVPD

The geometry in XYZ format:
```
16
Properties=species:S:1:pos:R:3
O 0.7376 1.4507 2.1019
C -0.0648 0.5686 2.4067
C -0.7851 -0.2432 1.3286
N -0.1836 0.1382 0.0225
H -0.3272 0.3463 3.4668
H -0.8213 -1.3275 1.5230
H -1.8471 0.1084 1.3561
H -0.8824 0.3470 -0.7265
H 0.3466 0.9771 0.2449
H 0.4272 -0.5511 -0.4042
C 0.8845 -1.0119 -2.6307
C -0.4362 -0.7715 -2.9073
H 1.6195 -0.2084 -2.7965
H 1.1910 -2.0830 -2.6076
H -0.7960 0.1924 -3.3007
H -1.1166 -1.6263 -2.9109
```

Values from the calculation:
HOMO energy   -14.5 eV
Gap between HOMO and LUMO   10.704 eV
2S+1   1
Total charge   +1

=====

Run B
C4H10NO | wB97M-V/def2-TZVPD

The geometry in XYZ format:
```
16
Properties=species:S:1:pos:R:3
C 1.2698 0.4112 -0.6064
C -0.8312 -0.6942 0.0205
C -1.3191 0.4785 0.7950
C -1.5867 -1.1623 -0.9760
N 0.6461 -0.8208 0.1812
O 2.3391 -0.0672 -1.0231
H 1.6767 2.3441 1.2812
H -1.9248 1.2529 0.2830
H -0.4450 0.9925 1.1768
H -1.9427 0.1723 1.5658
H -1.4177 -1.8813 -1.7420
H 1.6071 1.7409 0.6540
H -2.6888 -1.0562 -0.9169
H 0.9576 -1.6307 -0.3133
H 0.8503 -0.6818 1.1351
H 2.8092 0.6021 -1.5150
```

Values from the calculation:
HOMO energy   -14.5 eV
Gap between HOMO and LUMO   9.693 eV
2S+1   1
Total charge   +1

=====

run A is favored, and the nearest alternative lies 363.1 kJ/mol above it.